No. 1
Computed, not measured: C5H11NO2 in the gas phase, with ωB97M-V with the def2-TZVPD basis set.

Output
Strongest force on any atom, eV Å⁻¹: 2.16
Orbital gap, eV: 9.9
DFT total energy, a.u.: -402.323403
Multiplicity: 1
Highest occupied orbital energy, eV: -9.04
Energy above the lowest of the compared OMol25 structures with the same formula, charge and spin, kJ/mol: 143.7

Geometry as XYZ:
```
19
Properties=species:S:1:pos:R:3:lowdin_charge:R:1
C -0.8796 -0.3120 -1.4767 -0.019
C -0.6397 0.1818 -0.0678 -0.435
C -1.9161 0.4209 0.7054 -0.017
O 0.2250 1.4930 -0.1462 -0.027
C 1.2493 0.8761 0.5613 -0.407
O 2.4364 0.7335 -0.1490 0.013
C 0.4813 -0.5073 0.7052 -0.261
N 1.0570 -1.6901 0.1347 0.066
H 0.0356 -0.2096 -2.0558 0.087
H -1.1759 -1.3588 -1.4452 0.091
H -1.6615 0.2730 -1.9548 0.087
H -2.5564 1.1150 0.1663 0.086
H -1.6979 0.8309 1.6890 0.088
H -2.4425 -0.5250 0.8251 0.095
H 1.4435 1.3703 1.5279 0.147
H 2.5470 1.4994 -0.7242 0.105
H 0.2188 -0.6954 1.7474 0.143
H 1.8100 -2.0250 0.7255 0.083
H 1.4655 -1.4705 -0.7681 0.073
```

=====

No. 2
Computed, not measured: a 3-piece molecular cluster, C5H11NO2PS overall, with ωB97M-V with the def2-TZVPD basis set.

Output
Net charge: -1
Strongest force on any atom, eV Å⁻¹: 3.83
Orbital gap, eV: 2.8
DFT total energy, a.u.: -1141.820779
Multiplicity: 1
Highest occupied orbital energy, eV: -2.24
Energy above the lowest of the compared OMol25 structures with the same formula, charge and spin, kJ/mol: 382.2

Geometry as XYZ:
```
21
Properties=species:S:1:pos:R:3:lowdin_charge:R:1
C -1.5741 -2.3998 -0.8679 0.130
C -2.1430 -1.3223 -0.7606 -0.075
C 3.9353 -0.7803 0.8353 -0.268
C -2.6610 1.8307 -0.7972 -0.191
C 4.9068 0.1824 0.1919 -0.812
N -2.7827 1.1543 0.4267 -0.158
O -5.1913 0.1298 -0.2233 -0.294
O -3.8879 -0.9657 1.6640 -0.270
P -3.9115 -0.1209 0.4993 0.465
S 4.9197 1.8294 1.0935 -0.040
H -1.3193 -3.3169 -0.5658 0.003
H -2.1621 -0.4125 -1.4666 0.073
H 4.4112 -1.7813 0.9466 0.049
H 3.8643 -0.4910 1.9113 0.029
H 2.9362 -0.8078 0.4588 0.030
H -2.1132 1.3222 -1.5944 0.061
H -3.6085 1.8379 -1.3282 0.078
H -2.3522 2.8622 -0.6504 0.097
H 4.7449 0.4941 -0.8558 0.010
H 5.9205 -0.1929 0.2303 0.004
H -1.9321 0.9485 0.8525 0.081
```

=====

No. 3
Computed, not measured: C5H11NO4Si in the gas phase, with ωB97M-V with the def2-TZVPD basis set.

Output
Strongest force on any atom, eV Å⁻¹: 3.04
Orbital gap, eV: 10.6
DFT total energy, a.u.: -842.474363
Multiplicity: 1
Highest occupied orbital energy, eV: -9.97
Energy above the lowest of the compared OMol25 structures with the same formula, charge and spin, kJ/mol: 0.0

Geometry as XYZ:
```
22
Properties=species:S:1:pos:R:3:lowdin_charge:R:1
C -3.1919 0.3976 -1.8149 0.043
C -1.7626 -0.1259 -1.6678 -0.647
O -1.1139 -0.7451 -2.4643 0.078
O -1.3136 0.0740 -0.4810 -0.017
Si 0.3835 -0.3509 -0.2835 0.396
C 0.9165 -2.0806 -0.6162 -0.131
N 1.2670 0.9007 -1.1580 0.003
O 0.5074 -0.2198 1.3407 -0.033
C 1.5286 0.2983 2.0531 -0.599
C 1.0829 1.1296 3.1584 0.025
O 2.6572 -0.0005 1.8168 0.126
H -3.2395 1.1796 -1.0801 0.083
H -3.6254 0.5978 -2.7461 0.068
H -3.6792 -0.4902 -1.4766 0.086
H 1.7478 -2.2723 0.0389 0.020
H 0.1535 -2.9210 -0.4212 0.081
H 1.3802 -1.9562 -1.6209 0.047
H 2.0447 1.2716 -0.5959 0.041
H 1.1227 1.1758 -2.1305 0.051
H 0.6999 2.0033 2.6940 0.090
H 0.4520 0.6031 3.8061 0.084
H 1.9821 1.5309 3.6489 0.107
```

=====

Copy entry 1 word for word.
Computed, not measured: C5H11NO2 in the gas phase, with ωB97M-V with the def2-TZVPD basis set.

Output
Strongest force on any atom, eV Å⁻¹: 2.16
Orbital gap, eV: 9.9
DFT total energy, a.u.: -402.323403
Multiplicity: 1
Highest occupied orbital energy, eV: -9.04
Energy above the lowest of the compared OMol25 structures with the same formula, charge and spin, kJ/mol: 143.7

Geometry as XYZ:
```
19
Properties=species:S:1:pos:R:3:lowdin_charge:R:1
C -0.8796 -0.3120 -1.4767 -0.019
C -0.6397 0.1818 -0.0678 -0.435
C -1.9161 0.4209 0.7054 -0.017
O 0.2250 1.4930 -0.1462 -0.027
C 1.2493 0.8761 0.5613 -0.407
O 2.4364 0.7335 -0.1490 0.013
C 0.4813 -0.5073 0.7052 -0.261
N 1.0570 -1.6901 0.1347 0.066
H 0.0356 -0.2096 -2.0558 0.087
H -1.1759 -1.3588 -1.4452 0.091
H -1.6615 0.2730 -1.9548 0.087
H -2.5564 1.1150 0.1663 0.086
H -1.6979 0.8309 1.6890 0.088
H -2.4425 -0.5250 0.8251 0.095
H 1.4435 1.3703 1.5279 0.147
H 2.5470 1.4994 -0.7242 0.105
H 0.2188 -0.6954 1.7474 0.143
H 1.8100 -2.0250 0.7255 0.083
H 1.4655 -1.4705 -0.7681 0.073
```